[1]
The following is a DFT calculation (ωB97M-V with the def2-TZVPD basis set) of C11H13ClMo as an isolated structure.

CARTESIAN COORDINATES (ANGSTROEM)
H1 -1.1969 1.1563 -1.3764
C1 -0.6292 -2.5385 1.1903
H2 -1.2561 2.7420 0.8188
C2 0.9884 1.7362 -1.4831
H3 0.7036 -1.0075 -1.5601
H4 -0.1588 -3.1333 -0.9307
C3 -0.8051 -2.6096 -0.2269
C4 0.9595 2.9948 0.4629
Cl1 1.8811 0.6785 2.4868
H5 -2.3344 -1.6808 -1.5836
Mo1 0.9846 0.6508 0.4261
C5 -1.6682 -1.7170 1.7208
H6 1.2676 3.7003 1.2233
H7 0.1653 -3.0185 1.7607
C6 -0.3501 1.6795 -0.9455
C7 -0.3645 2.4744 0.2615
H8 1.5184 -1.8119 -0.1660
C8 1.4498 -0.8918 -0.7566
H9 2.8837 2.6996 -0.6883
C9 -1.9433 -1.8217 -0.5765
H10 -3.3809 -0.6614 0.7002
H11 2.4378 -0.6446 -1.1783
C10 -2.4844 -1.2763 0.6296
H12 1.3412 1.3159 -2.4169
C11 1.8177 2.4755 -0.5658
H13 -1.8268 -1.4909 2.7736

Atomic forces in eV per Å
H 0.1 0.0 0.1
C 0.0 0.4 -0.9
H 0.3 -0.4 0.2
C -0.5 0.7 -0.2
H 0.5 -0.3 0.3
H -0.3 0.0 0.2
C -0.9 0.2 0.6
C -0.5 -0.2 -1.0
Cl 0.2 0.0 0.5
H 0.0 -0.1 0.3
Mo -0.5 -1.5 3.9
C 0.2 0.6 -0.7
H 0.0 -0.5 0.2
H -0.3 0.0 -0.1
C 0.5 1.1 -0.9
C 0.7 0.5 -0.9
H -0.2 0.4 0.2
C 0.7 -0.4 -2.0
H -0.6 -0.2 0.1
C 0.4 -0.3 0.9
H 0.2 -0.2 0.0
H -0.1 -0.2 -0.2
C 0.7 -0.1 -0.4
H -0.2 -0.1 0.3
C -0.7 0.6 -0.3
H 0.0 -0.1 -0.3

Values from the calculation:
largest force on an atom = 0.0809 Eh/bohr
gap between HOMO and LUMO (alpha / beta) = 4.43 / 4.25 eV
multiplicity = 3
charge = 0
energy = -25991.4330 eV
expectation value of S² = 2.026

These are the Mulliken partial charges, in e, on atoms 1 to 8: 0.372, -0.694, 0.435, -0.468, 0.333, 0.692, -0.628, -0.562

=====

[2]
The following is a DFT calculation (ωB97M-V with the def2-TZVPD basis set) of C4H8S in the gas phase.

CARTESIAN COORDINATES (ANGSTROEM)
C1 -2.5735 0.0144 0.0290
H1 1.5164 -1.5589 -0.3530
C2 0.1091 0.6580 0.0088
H2 -3.0433 0.1175 1.0164
H3 -3.2671 -0.5758 -0.6651
H4 2.0058 1.4080 -0.2743
S1 -0.9493 -0.7786 0.0322
H5 2.5630 -0.9803 1.0121
H6 -2.5010 0.9919 -0.4200
C3 2.1425 -0.7687 0.0186
H7 2.9847 -0.6412 -0.6401
H8 -0.4247 1.5246 0.1421
C4 1.4375 0.5891 0.0930

Atomic forces in eV per Å
C -1.2 -0.8 -0.9
H -0.3 -0.4 0.1
C 0.7 -2.2 1.0
H 0.3 -0.2 -0.2
H 1.0 0.7 1.1
H 0.5 1.0 0.7
S 0.1 0.3 0.2
H -0.2 -0.4 -0.2
H 0.1 0.4 -0.1
C 0.4 1.6 0.8
H 0.4 -0.2 -0.3
H -1.1 2.2 -0.3
C -0.7 -2.0 -1.6

Values from the calculation:
largest force on an atom = 0.0523 Eh/bohr
gap between HOMO and LUMO = 9.13 eV
charge = 0
energy relative to the best compared isomer or geometry (same formula, charge and spin) = 13.8 kcal/mol
SMILES = C/C=C\SC
energy = -15111.7880 eV

These are the Mulliken partial charges, in e, on atoms 1 to 8: -0.827, 0.376, -0.414, 0.279, 0.294, 0.294, -0.079, 0.230